[1]
The following is a quantum chemistry calculation of C24H30GdNO6 as an isolated structure, from the Open Molecules 2025 dataset.

Summary:
<S²>: 15.85
net charge: -2
E_LUMO (alpha / beta): 4.147 / 4.147 eV
gap between HOMO and LUMO (alpha / beta): 2.2 / 2.2 eV
2S+1: 8
energy: -2204.33320 Eh

Each line ends with the Löwdin spin population.
Element x y z (Å)
C: -5.95907 -2.13621 -3.39174  0.000
C: -4.80631 -1.12058 -3.20451  0.000
C: -5.41950 -3.52925 -3.03524  0.000
C: -3.85867 -3.41029 -2.87720  0.000
H: -5.64617 -4.20511 -3.86618  0.000
H: -5.92599 -3.87702 -2.12402  0.000
C: -3.57533 -1.93069 -3.56855  0.000
H: -4.76607 -0.79225 -2.14982  0.000
H: -5.01978 -0.25241 -3.85113  0.000
C: -2.21621 -1.17746 -3.67511  -0.002
H: -3.71523 -2.22814 -4.62536  0.000
H: -3.37065 -4.12606 -3.56829  0.000
C: -3.47071 -3.85296 -1.54261  0.001
C: -7.17874 -1.72065 -2.58473  0.000
C: -6.53556 -2.15132 -4.81623  0.000
O: -6.98402 -3.14318 -5.36971  0.000
O: -7.11300 -1.38240 -1.40831  0.000
O: -8.32640 -1.78910 -3.27468  0.000
O: -6.49029 -0.95643 -5.41942  0.000
C: -7.13150 -0.92977 -6.70083  0.000
H: -7.06530 0.11289 -7.00171  0.000
H: -8.17201 -1.25727 -6.61144  0.000
H: -6.60653 -1.58915 -7.39870  0.000
C: -9.49694 -1.39702 -2.54976  0.000
H: -9.60929 -2.00257 -1.64150  0.000
H: -10.32292 -1.57426 -3.23829  0.000
H: -9.44771 -0.33502 -2.27413  0.000
O: -1.77982 -0.28219 -2.68207  -0.057
H: -2.27523 -0.54805 -4.59953  -0.003
H: -1.44483 -1.95190 -3.87242  0.000
C: -2.16993 -4.51295 -1.34483  0.000
C: -4.24658 -3.44408 -0.35388  0.000
H: -4.95242 -4.23929 -0.04163  0.000
H: -4.84218 -2.53841 -0.56368  0.000
H: -3.57858 -3.25842 0.50877  0.000
H: -1.64487 -4.05873 -0.49401  0.000
H: -1.53243 -4.42538 -2.23435  0.000
H: -2.27527 -5.58281 -1.09374  0.000
Gd: -0.64040 -0.22516 -0.96963  7.134
C: 2.27084 -0.19523 -1.05507  0.001
C: 1.85951 -0.65351 -2.34558  0.000
C: 1.07741 0.38536 -2.94455  -0.007
H: 2.14405 -1.60100 -2.81263  0.000
C: 1.01625 1.48393 -2.03121  -0.011
C: 1.74939 1.11682 -0.85361  -0.003
H: 1.92133 1.75838 0.01447  0.000
H: 2.90973 -0.73182 -0.35146  0.000
H: 0.62436 0.34273 -3.93334  0.000
H: 0.51394 2.43527 -2.21807  0.000
C: -1.81493 0.09724 1.63519  -0.001
C: -0.84531 1.12176 1.46629  0.001
C: -1.24202 1.93135 0.35228  -0.008
H: 0.00761 1.30173 2.12328  0.000
C: -2.46277 1.39578 -0.16976  -0.017
C: -2.80972 0.24684 0.61989  -0.004
H: -3.71395 -0.35286 0.49587  0.000
H: -1.83956 -0.65022 2.43351  0.000
H: -0.72032 2.81849 0.00148  0.000
H: -3.01981 1.79414 -1.01571  0.000
O: 1.49144 -2.83167 2.06600  0.002
C: 0.79443 -2.38188 1.21473  0.001
N: 0.07352 -1.93859 0.33222  -0.024

[2]
The following is a quantum chemistry calculation of C24H30IMoN4O6PS2 as an isolated structure, from the Open Molecules 2025 dataset.

Summary:
<S²>: 2.02
net charge: 0
E_LUMO (alpha / beta): -0.476 / -0.512 eV
gap between HOMO and LUMO (alpha / beta): 6.9 / 6.9 eV
2S+1: 3
energy: -3106.36948 Eh

Each line ends with the natural charge from an NBO analysis.
Element x y z (Å)
Mo: -0.15803 -1.26084 0.80396  1.424
N: -2.82808 0.19863 4.16671  -0.814
C: -2.27113 -0.50428 3.09779  0.256
S: -0.75792 -1.24997 3.45587  -0.203
N: -2.95940 -0.53112 2.01527  -0.406
N: -2.40513 -1.25962 0.94074  -0.287
C: -3.03782 -2.37493 0.83648  0.178
C: -2.65501 -3.46526 -0.05318  -0.233
C: -3.59689 -4.13768 -0.83217  -0.142
C: -3.22764 -5.21700 -1.61134  -0.263
C: -1.90210 -5.64912 -1.57999  -0.171
C: -0.95857 -5.00393 -0.80472  -0.317
C: -1.31625 -3.88322 -0.04353  0.422
O: -0.42131 -3.24492 0.70464  -0.757
H: -2.14392 0.41855 4.87329  0.380
H: -3.32433 1.02894 3.86929  0.383
H: -3.88502 -2.52134 1.50270  0.211
H: -4.62693 -3.80059 -0.81914  0.215
H: -3.95768 -5.72827 -2.22329  0.217
H: -1.60107 -6.50247 -2.17519  0.215
H: 0.07217 -5.33673 -0.77903  0.229
I: 0.07468 -4.03213 -4.77334  0.198
C: -0.09995 -2.23092 -3.75344  -0.194
C: -0.19798 -1.02666 -4.42811  -0.171
C: -0.28205 0.12803 -3.67186  -0.231
C: -0.26539 0.03367 -2.29311  0.075
N: -0.16358 -1.12635 -1.63641  -0.476
C: -0.08511 -2.23933 -2.37099  0.035
H: -0.20725 -0.99006 -5.50887  0.237
H: -0.37089 1.09878 -4.13812  0.236
H: -0.37900 0.93679 -1.71057  0.213
H: 0.02469 -3.16542 -1.83346  0.244
C: 4.84360 -2.89952 1.48968  -0.261
O: 4.44653 -1.79627 0.67341  -0.825
P: 2.84136 -1.45326 0.73301  1.653
O: 3.05885 0.10236 0.09715  -0.842
C: 2.12753 1.18988 0.20556  -0.271
O: 2.33695 -2.22849 -0.62392  -0.842
C: 3.05080 -1.99521 -1.84897  -0.265
H: 5.91527 -3.02058 1.35108  0.195
H: 4.33930 -3.82121 1.19094  0.178
H: 4.63574 -2.70476 2.54321  0.184
H: 1.81491 1.57218 1.39753  0.225
H: 0.84775 0.77330 -0.37470  0.149
H: 2.52020 2.05809 -0.32534  0.178
H: 2.64539 -2.67850 -2.59410  0.183
H: 4.10980 -2.20523 -1.71183  0.204
H: 2.92119 -0.96525 -2.18080  0.189
O: 0.91492 -0.33363 1.80311  -0.761
C: -0.46937 7.86391 0.18359  -0.629
C: -0.32567 6.37307 0.31793  -0.013
C: 0.91261 5.75389 0.22095  -0.204
C: 1.04471 4.37581 0.35333  -0.249
C: -0.07179 3.59462 0.59367  -0.162
C: -1.32151 4.19615 0.69050  -0.224
C: -1.43956 5.56850 0.55766  -0.207
S: -0.08339 1.75028 0.80315  1.177
C: 0.46582 1.85421 2.78729  -0.719
O: -1.55720 1.49857 0.83235  -0.973
H: 0.47140 8.32525 -0.11383  0.215
H: -0.77909 8.31113 1.12965  0.223
H: -1.22164 8.11948 -0.56366  0.220
H: 1.79732 6.35193 0.03663  0.209
H: 2.03758 3.95087 0.27335  0.211
H: -2.19003 3.57577 0.86654  0.253
H: -2.42006 6.02456 0.63803  0.211
H: -0.20640 2.52221 3.32634  0.216
H: 1.49005 2.21169 2.89988  0.198
H: 0.41002 0.82297 3.11475  0.275

[3]
The following is a quantum chemistry calculation of C24H30IrNO5S as an isolated structure, from the Open Molecules 2025 dataset.

Summary:
<S²>: 8.78
net charge: -1
E_LUMO (alpha / beta): 2.315 / -0.050 eV
gap between HOMO and LUMO (alpha / beta): 1.8 / 5.8 eV
2S+1: 6
energy: -1865.70846 Eh

Each line ends with the natural charge from an NBO analysis.
Element x y z (Å)
C: 2.63783 2.02345 0.68032  -0.267
C: 1.42103 1.30788 1.27390  -0.475
C: 3.08655 1.21497 -0.56220  -0.396
C: 2.38838 -0.15921 -0.42507  -0.273
H: 4.17704 1.13110 -0.51085  0.248
H: 2.81090 1.74963 -1.48246  0.219
C: 1.64603 -0.15900 0.92906  -0.316
H: 0.51786 1.70714 0.79416  0.219
H: 1.33829 1.49495 2.35022  0.247
C: 0.37252 -0.94388 0.73822  -0.261
H: 2.25547 -0.61600 1.71631  0.212
H: 3.13939 -0.96110 -0.42572  0.221
C: 1.28020 -0.55304 -1.46759  0.305
C: 2.35123 3.48571 0.38435  0.826
C: 3.74202 2.18714 1.73496  0.804
O: 4.93762 2.12572 1.51877  -0.611
O: 1.29580 3.92150 -0.05674  -0.605
O: 3.39316 4.27618 0.69249  -0.505
O: 3.23424 2.46818 2.95021  -0.542
C: 4.18767 2.76496 3.97761  -0.328
H: 3.58600 3.05063 4.83829  0.194
H: 4.83914 3.59054 3.67113  0.185
H: 4.79465 1.88139 4.20338  0.194
C: 3.14666 5.66262 0.47690  -0.270
H: 2.85348 5.84540 -0.56328  0.195
H: 4.08657 6.15699 0.71289  0.192
H: 2.34695 6.01187 1.14326  0.193
O: 0.05961 -0.99018 -0.64749  -0.603
H: -0.47224 -0.48984 1.27610  0.177
H: 0.52300 -1.97770 1.08777  0.166
C: 1.69171 -1.77137 -2.28273  -0.654
C: 0.78936 0.54439 -2.39858  -0.654
H: 1.55869 0.83821 -3.12635  0.215
H: 0.45935 1.43153 -1.84151  0.226
H: -0.06245 0.15925 -2.97172  0.213
H: 0.87764 -2.04773 -2.96521  0.210
H: 1.89367 -2.62121 -1.61837  0.219
H: 2.59195 -1.56761 -2.88319  0.207
Ir: -3.09474 -1.90968 -0.45900  0.904
C: -3.09826 -4.44309 -0.20731  -0.162
C: -1.88770 -3.66782 -0.06074  -0.358
C: -2.09676 -2.76260 1.07080  -0.415
H: -0.95164 -3.79446 -0.60026  0.259
C: -3.49712 -2.88601 1.45732  -0.358
C: -4.05321 -3.98534 0.73119  -0.191
H: -5.06711 -4.35851 0.85481  0.237
H: -3.19494 -5.30156 -0.86391  0.241
H: -1.35697 -2.22932 1.64516  0.260
H: -3.96394 -2.32807 2.26971  0.249
C: -3.58339 -0.64175 -2.22399  -0.324
C: -4.76883 -0.73776 -1.42324  -0.264
C: -4.46063 -0.28849 -0.09806  -0.346
H: -5.73029 -1.12663 -1.73494  0.258
C: -3.08281 0.13823 -0.08005  -0.341
C: -2.54698 -0.08544 -1.40322  -0.287
H: -1.55510 0.16667 -1.74180  0.272
H: -3.46793 -0.95556 -3.25966  0.254
H: -5.14172 -0.29326 0.74894  0.250
H: -2.56502 0.58723 0.76171  0.255
S: -6.95607 -4.11431 -2.18754  -0.213
C: -5.41690 -3.71139 -2.06124  0.100
N: -4.23888 -3.44454 -2.05592  -0.607

Q: Number 3 is which compound?
A: C24H30IrNO5S